(1)
CH2NO2P | ωB97M-V with the def2-TZVPD basis set

Geometry as XYZ:
```
7
CH2NO2P, DFT ωB97M-V with the def2-TZVPD basis set
C -1.13675 0.13758 -0.38666
N -0.10143 -0.58168 -0.79159
O -1.03827 1.07599 0.42830
O 2.37407 -0.08969 -0.41607
P 1.08542 -0.10592 0.25764
H -2.03808 -0.17334 -0.72901
H 0.85503 -0.26294 1.63739
```

Properties
Frontier orbital gap in eV: 9.3
E_HOMO in hartree: -0.39083

---

(2)
CH2NO2P | ωB97M-V with the def2-TZVPD basis set

Geometry as XYZ:
```
7
CH2NO2P, DFT ωB97M-V with the def2-TZVPD basis set
C -1.03853 0.21347 -0.13571
N -2.06871 -0.34184 -0.07866
O 0.82114 -1.34955 -0.35157
O 1.91185 1.05739 -0.24778
P 0.95521 -0.13865 0.48459
H 1.86963 1.79912 0.27382
H -2.45059 -1.23994 0.05531
```

Properties
Frontier orbital gap in eV: 9.0
E_HOMO in hartree: -0.34155

---

Which structure wins on stability? (2) wins.

---

(1)
C2H11NO3 | ωB97M-V with the def2-TZVPD basis set

Geometry as XYZ:
```
17
C2H11NO3, DFT ωB97M-V with the def2-TZVPD basis set
C 0.39128 -1.60269 0.15679
C 1.00149 -0.40465 0.29574
N -2.11328 -1.09893 2.00254
H 0.76029 -2.59984 -0.03249
H -0.67013 -1.41753 -0.00251
H 0.58569 0.47053 -0.29216
H -2.39108 -2.01062 1.68554
H -2.12300 -0.97670 2.99680
H -1.93567 -0.37958 1.26353
H 1.93998 -0.20206 0.79576
O -1.66120 0.39400 -0.18340
H 1.14812 1.71920 -3.24914
H -1.90271 1.30756 -0.36665
O 1.11537 1.00330 -2.61090
H 2.02255 2.67874 -0.25200
H 1.62973 1.38396 -1.84841
O 2.20256 1.73531 -0.35903
```

Properties
Frontier orbital gap in eV: 4.1
E_HOMO in hartree: -0.33476

---

(2)
C2H11NO3 | ωB97M-V with the def2-TZVPD basis set

Geometry as XYZ:
```
17
C2H11NO3, DFT ωB97M-V with the def2-TZVPD basis set
C -0.42503 -0.99231 -1.38012
N -0.48563 0.23862 -1.62135
C -1.01286 1.15653 -0.64389
H -0.23262 -1.67019 -2.20434
H -0.50262 -1.34824 -0.34128
H -1.43844 2.01212 -1.14526
H -0.15550 1.56790 -0.09099
H -1.60917 0.69909 0.14084
O -3.70641 5.27563 2.47352
H -2.76536 5.41303 2.34741
H -3.87052 4.70307 3.22435
O 1.56930 -3.41087 -1.18297
H 2.31461 -2.91269 -0.80093
H 2.07397 -3.87927 -1.86054
O 3.58097 -2.33438 0.67408
H 3.81139 -2.77221 1.49981
H 2.85392 -1.74584 0.91165
```

Properties
SMILES: C=NC.O.O.O
Frontier orbital gap in eV: 9.7
E_HOMO in hartree: -0.33826

---

Which structure wins on stability? (2) wins.

---

(1)
C2H11NO3 | ωB97M-V with the def2-TZVPD basis set

Geometry as XYZ:
```
17
C2H11NO3, DFT ωB97M-V with the def2-TZVPD basis set
C -1.96520 -0.90446 1.30407
N -1.92192 0.24896 0.27696
C -0.84844 1.09913 -0.00067
O 0.42155 0.82508 0.60868
H -1.80789 -1.82406 0.76502
H -1.17513 -0.64195 1.95998
H -2.96058 -0.81588 1.85928
H -2.43619 -0.16579 -0.49808
H -1.08146 2.13686 0.36374
H -0.73764 1.20996 -1.04403
H 0.64558 -0.07412 0.34531
O 1.33871 -1.58056 -0.70942
H 1.76419 -2.49917 -0.85563
H 1.80968 -1.05671 -1.38041
O 3.06995 0.98090 -0.87994
H 3.59283 1.58823 -1.41741
H 2.29195 1.47360 -0.69745
```

Properties
SMILES: CNCO.O.O
Frontier orbital gap in eV: 8.9
E_HOMO in hartree: -0.30498

---

(2)
C2H11NO3 | ωB97M-V with the def2-TZVPD basis set

Geometry as XYZ:
```
17
C2H11NO3, DFT ωB97M-V with the def2-TZVPD basis set
C 1.59000 -1.12211 -0.75652
C 1.61823 0.21228 -0.88249
N 1.31588 1.21112 0.13127
H 2.37127 -1.69500 -0.12228
H 0.75764 -1.69589 -1.09517
H 1.38671 0.53607 -1.86717
H 0.76539 0.87800 0.81094
H 1.00812 1.99685 -0.32784
O -0.64920 1.06525 3.58734
H 0.37421 1.26289 3.32052
H -0.61490 1.04290 4.48530
O -1.78894 -1.55716 -1.99342
H -2.07345 -2.41114 -1.61628
H -1.31939 -1.75567 -2.79449
O -1.42163 1.03757 -0.43038
H -1.25483 0.17404 -0.72106
H -2.06511 0.82000 0.27170
```

Properties
SMILES: C=CN.O.O.O
Frontier orbital gap in eV: 7.9
E_HOMO in hartree: -0.27027

---

Which structure wins on stability? (1) wins.

---

(1)
C23H48IrNO2P3 | ωB97M-V with the def2-TZVPD basis set

Geometry as XYZ:
```
78
C23H48IrNO2P3, DFT ωB97M-V with the def2-TZVPD basis set
Ir 0.00000 0.00000 0.00000
P -1.79330 -1.48240 0.32490
P 1.18550 -0.61310 1.80110
P 1.21270 -1.28970 -1.51330
H -0.80450 6.46960 -7.27570
C -0.88360 5.58660 -7.90490
C -2.06170 5.05330 -8.21820
H -2.99560 5.47760 -7.85860
C -3.37050 -0.88260 1.08390
C -1.56870 -2.98740 1.38040
C -2.44070 -2.25670 -1.21450
C 2.82930 0.20880 1.97980
C 0.53710 -0.34340 3.51490
C 1.68510 -2.38190 2.04230
C 0.66050 -1.17490 -3.26680
C 1.45250 -3.11860 -1.37030
C 2.96700 -0.77010 -1.69870
H 0.05040 5.16230 -8.26450
H -2.14070 4.17040 -8.84740
H -3.66920 0.06260 0.62720
H -3.22640 -0.70920 2.15430
H -4.17610 -1.61360 0.95210
H -1.28130 -2.68440 2.39100
H -0.77240 -3.61410 0.97170
H -2.49050 -3.57770 1.43550
H -2.84270 -1.47380 -1.86410
H -3.22480 -2.99130 -1.00080
H -1.60490 -2.71940 -1.74350
H 3.33220 -0.07110 2.91230
H 2.67990 1.29130 1.94830
H 3.46520 -0.06370 1.13300
H 1.22330 -0.76220 4.25940
H -0.43440 -0.83530 3.61600
H 0.40840 0.72280 3.71530
H 2.76100 -2.46290 2.23460
H 1.43450 -2.97670 1.16330
H 1.14580 -2.79570 2.89900
H 1.11390 -1.97960 -3.85630
H 0.95900 -0.20730 -3.67440
H -0.42730 -1.24510 -3.33110
H 1.65960 -3.54730 -2.35690
H 0.55710 -3.59160 -0.95940
H 2.29810 -3.33890 -0.71280
H 3.40110 -1.15680 -2.62790
H 3.54630 -1.12840 -0.84400
H 2.99960 0.32230 -1.70260
C -0.68910 1.39630 -2.74680
C 0.37950 2.31990 -2.65010
C 0.68280 3.18430 -3.70120
C -0.05450 3.16830 -4.88650
C -1.11490 2.26240 -4.99880
C -1.42960 1.39520 -3.95820
O -1.05120 0.55320 -1.79360
H 1.22090 1.06420 -0.27020
H 0.96240 2.32480 -1.73320
H 1.51140 3.88100 -3.58830
H 0.18910 3.84280 -5.70210
H -1.70440 2.23040 -5.91280
H -2.25810 0.69670 -4.04890
O -1.11380 1.14240 1.20270
C -0.91320 2.06840 1.99290
C 0.40730 2.81730 2.07620
C 0.25650 4.34230 2.13670
C -0.17620 4.85960 3.51650
C -1.60730 4.52610 3.91960
C -1.84560 3.03980 4.11550
N -1.92170 2.28260 2.88260
H 1.01570 2.53960 2.95480
H 0.98370 2.58760 1.16830
H 1.27140 4.76610 1.97340
H -0.40780 4.72150 1.33220
H 0.52460 4.47820 4.29580
H -0.09030 5.96670 3.51380
H -1.77320 5.00390 4.91150
H -2.34760 4.94820 3.20780
H -1.07210 2.60110 4.78550
H -2.82270 2.92660 4.63530
H -2.79700 1.74410 2.74600
```

Properties
Expectation value of S²: 8.78
Frontier orbital gap (spin up / spin down) in eV: 5.0 / 4.5
E_HOMO (spin up / spin down) in hartree: -0.58793 / -0.73374
Total charge: +4
Multiplicity: 6

---

(2)
C23H48IrNO2P3 | ωB97M-V with the def2-TZVPD basis set

Geometry as XYZ:
```
78
C23H48IrNO2P3, DFT ωB97M-V with the def2-TZVPD basis set
Ir 0.13456 -0.83449 0.07762
P -1.80844 -2.10335 -0.00863
P 1.28531 -1.35496 1.99091
P 1.26815 -2.20582 -1.24001
H -1.75780 3.20351 -0.21400
C -1.36843 2.49424 -0.94938
C -2.07871 1.37140 -1.09545
H -2.45807 0.95252 -0.14814
C -3.27530 -1.30362 0.69642
C -1.70432 -3.61138 1.01931
C -2.29413 -2.54958 -1.70408
C 2.62367 -0.12520 2.07175
C 0.13516 -1.14584 3.39094
C 2.01948 -3.00577 2.21759
C 0.90599 -2.20256 -3.04188
C 1.19848 -4.02332 -0.94357
C 3.03687 -1.73607 -1.23647
H -0.50523 2.84208 -1.55142
H -2.52559 0.98845 -2.02024
H -3.47693 -0.33698 0.22115
H -3.15443 -1.16225 1.78017
H -4.15198 -1.94725 0.51317
H -1.65261 -3.33661 2.08189
H -0.83907 -4.23889 0.77941
H -2.61800 -4.20580 0.87206
H -2.18566 -1.67564 -2.36308
H -3.34754 -2.86473 -1.70087
H -1.68961 -3.37463 -2.10136
H 3.58743 -0.61452 2.28505
H 2.40989 0.62242 2.85004
H 2.70135 0.40343 1.10699
H 0.32002 -1.93721 4.12910
H -0.90499 -1.22880 3.02729
H 0.27132 -0.14969 3.84416
H 2.88137 -3.16768 1.55888
H 1.26886 -3.77908 2.01560
H 2.32468 -3.11924 3.26836
H 1.32768 -3.09559 -3.51869
H 1.35308 -1.30143 -3.48216
H -0.17948 -2.16701 -3.19412
H 1.78019 -4.51510 -1.73597
H 0.16855 -4.39262 -1.01817
H 1.62140 -4.28915 0.02973
H 3.49657 -2.10999 -2.15859
H 3.57322 -2.15332 -0.37685
H 3.10107 -0.64347 -1.23333
C 0.04690 0.79962 -3.54191
C 1.16071 1.67904 -3.31639
C 2.03996 1.89567 -4.36658
C 1.85823 1.29059 -5.62278
C 0.65018 0.61045 -5.89073
C -0.31867 0.51437 -4.91828
O -0.50448 0.14149 -2.59632
H 0.81346 0.35854 -0.93366
H 1.36149 2.02230 -2.29345
H 2.89514 2.54486 -4.19568
H 2.62931 1.37684 -6.39926
H 0.47580 0.16659 -6.86822
H -1.28350 0.03714 -5.03748
O -0.83437 0.62839 1.14278
C -0.67481 1.69633 1.84303
C 0.55387 2.54489 1.78687
C 0.28446 4.04338 1.77753
C -0.16860 4.62556 3.11524
C -1.57541 4.25566 3.56547
C -1.73841 2.76671 3.82645
N -1.75413 2.00635 2.58555
H 1.18786 2.26554 2.64042
H 1.11610 2.28056 0.87946
H 1.21342 4.55148 1.49102
H -0.43409 4.26958 0.98507
H 0.54347 4.31451 3.89350
H -0.10821 5.71758 3.04014
H -1.78311 4.77199 4.51080
H -2.32761 4.59565 2.84563
H -0.92090 2.42002 4.47624
H -2.68424 2.56795 4.33795
H -2.53786 1.37092 2.44649
```

Properties
Expectation value of S²: 8.78
Frontier orbital gap (spin up / spin down) in eV: 5.4 / 3.8
E_HOMO (spin up / spin down) in hartree: -0.66809 / -0.74714
Total charge: +4
Multiplicity: 6

---

Which structure wins on stability? (1) wins.